1.
C4H9O4 | ωB97M-V/def2-TZVPD

Geometry as XYZ:
```
17
Properties=species:S:1:pos:R:3:forces:R:3
O 0.693 1.073 0.521 -0.653 -0.597 0.104
C -0.513 0.847 0.157 1.237 1.450 -0.621
O -1.481 1.563 0.463 -0.584 -0.688 0.057
C -0.643 -0.244 -0.941 -0.234 -0.335 1.224
C 0.565 -1.196 -0.885 -0.768 -0.191 -1.059
C 0.197 -2.548 -1.517 0.157 0.509 0.486
O 1.676 -0.700 -1.615 0.130 0.616 0.064
H -1.549 -0.844 -0.801 -0.071 0.156 0.224
H -0.816 0.289 -1.875 0.462 -0.125 -0.312
H 0.820 -1.286 0.170 0.153 -0.225 0.078
H -0.305 -2.357 -2.464 -0.021 -0.148 -0.131
H -0.479 -3.075 -0.843 -0.098 -0.112 -0.100
H 1.079 -3.163 -1.689 0.068 -0.004 0.006
H 1.760 0.224 -1.312 0.072 -0.340 0.145
H -1.437 1.502 3.232 0.801 -0.123 -0.373
H -0.062 1.296 2.545 0.043 0.139 -0.814
O -0.502 1.288 3.397 -0.695 0.017 1.021
```
Positions in Å, forces in eV/Å.

Properties
HOMO energy = -4.65 eV
Total energy = -12486.119 eV
2S+1 = 1
Maximum force = 2.0 eV/Å
Charge = -1



2.
C4H10NS2 | ωB97M-V/def2-TZVPD

Geometry as XYZ:
```
17
Properties=species:S:1:pos:R:3:forces:R:3
C -1.565 -1.013 0.768 0.597 0.467 -3.457
C -0.863 -0.925 -0.643 -2.440 -0.969 -1.055
C -1.472 0.543 0.766 -2.531 0.068 1.209
C 0.240 1.297 -0.876 -0.134 2.824 -0.431
N -0.612 0.483 -0.381 2.091 -0.132 -1.417
S 2.446 0.948 0.441 -0.330 -0.006 0.637
S 3.046 -0.944 -0.101 -0.179 -0.514 0.271
H -2.423 -1.589 0.648 -2.292 -0.008 0.161
H -0.989 -1.635 1.371 1.475 -0.070 1.735
H -0.192 -1.678 -0.941 2.464 -0.215 0.587
H -1.464 -1.093 -1.593 -0.542 1.004 1.315
H -2.483 1.057 0.380 2.201 -0.903 1.650
H -0.963 0.870 1.710 -0.793 0.596 -1.053
H 0.181 2.433 -0.653 0.058 -2.182 0.184
H 0.839 1.111 -1.771 -0.479 -0.603 0.333
H 2.937 -1.467 1.150 0.194 0.261 -0.401
H 3.336 1.602 -0.273 0.639 0.381 -0.269
```
Positions in Å, forces in eV/Å.

Properties
HOMO energy = -12.82 eV
Total energy = -27461.285 eV
2S+1 = 1
Maximum force = 3.5 eV/Å
Charge = +1



3.
C4H2N2 | ωB97M-V/def2-TZVPD

Geometry as XYZ:
```
8
Properties=species:S:1:pos:R:3:forces:R:3
C -1.326 -0.123 0.003 2.651 0.168 0.394
C -0.066 0.268 0.069 1.847 -6.943 -0.854
C 0.776 1.346 0.013 -0.073 1.602 -0.074
N 1.459 2.263 0.000 0.463 0.461 -0.027
C 1.071 -1.206 -0.066 -3.427 4.616 0.980
N 1.860 -2.020 0.033 0.987 -1.251 -0.121
H -1.729 -1.076 0.110 0.296 -1.802 -0.021
H -2.045 0.547 -0.161 -2.743 3.149 -0.277
```
Positions in Å, forces in eV/Å.

Properties
SMILES = C=C(C#N)C#N
HOMO energy = -11.55 eV
Total energy = -7156.704 eV
2S+1 = 1
Maximum force = 7.2 eV/Å
Charge = 0



4.
C5H12O2 | ωB97M-V/def2-TZVPD

Geometry as XYZ:
```
19
Properties=species:S:1:pos:R:3:forces:R:3
C -1.051 1.528 -1.663 -0.011 0.039 0.023
C -0.036 0.453 -1.268 0.093 -0.072 -0.055
C 0.399 0.543 0.174 0.304 -0.111 0.064
C 0.965 -0.437 0.885 0.039 0.183 -0.464
C 1.338 -1.791 0.346 -0.017 0.001 0.019
O 1.358 -0.154 2.174 0.007 -0.121 0.164
H -1.984 1.398 -1.103 0.161 0.035 -0.086
H -0.665 2.535 -1.462 -0.039 -0.176 -0.011
H -1.275 1.468 -2.734 0.000 0.007 0.186
H -0.479 -0.533 -1.471 0.132 0.171 0.040
H 0.849 0.534 -1.914 -0.121 -0.015 0.015
H 0.267 1.498 0.684 -0.004 -0.134 -0.093
H 2.386 -1.772 0.025 -0.127 -0.071 0.069
H 1.234 -2.582 1.100 -0.023 0.167 -0.087
H 0.725 -2.060 -0.519 0.117 0.063 0.179
H 1.314 -0.952 2.715 0.086 0.060 -0.132
O -2.134 -0.053 1.217 -0.208 -0.027 0.301
H -1.982 0.759 1.714 -0.175 -0.067 -0.021
H -1.230 -0.382 1.101 -0.216 0.068 -0.112
```
Positions in Å, forces in eV/Å.

Properties
SMILES = CC/C=C(\C)O.O
HOMO energy = -8.76 eV
Total energy = -9473.981 eV
2S+1 = 1
Maximum force = 0.5 eV/Å
Charge = 0



5.
C3H9N2S | ωB97M-V/def2-TZVPD

Geometry as XYZ:
```
15
Properties=species:S:1:pos:R:3:forces:R:3
C -1.148 -0.666 0.235 -0.069 -0.345 -3.107
C -0.777 0.829 0.338 1.716 -3.092 1.277
C 1.128 -0.724 0.548 2.195 2.891 1.869
N 0.855 0.759 -1.836 -1.034 -0.944 1.720
N 0.021 -1.421 0.636 0.754 -0.139 -1.019
S 1.005 0.945 -0.156 -0.960 -1.370 1.943
H -1.906 -0.906 0.928 -1.263 -0.093 0.447
H -1.469 -0.954 -0.892 0.585 0.511 2.627
H -1.427 1.339 -0.199 -2.478 2.631 -3.380
H -1.032 1.154 1.311 0.987 0.475 1.272
H 1.131 0.751 2.051 0.329 -1.296 -1.746
H 2.185 -0.993 0.764 -1.152 -0.486 -0.277
H -0.096 0.945 -2.081 -0.544 0.024 -0.859
H 0.045 -2.436 0.617 -0.094 0.218 0.225
H 1.485 1.375 -2.265 1.030 1.015 -0.992
```
Positions in Å, forces in eV/Å.

Properties
HOMO energy (spin up / spin down) = -12.73 / -12.73 eV
Total energy = -17060.844 eV
2S+1 = 1
Maximum force = 4.9 eV/Å
Charge = +1



6.
C3H10N3O | ωB97M-V/def2-TZVPD

Geometry as XYZ:
```
17
Properties=species:S:1:pos:R:3:forces:R:3
C 0.048 -0.791 -1.660 0.190 0.441 -1.082
N 0.724 0.456 -2.015 0.581 -0.039 0.995
C 1.557 1.034 -1.105 0.176 0.109 -0.525
N 2.174 2.128 -1.363 -0.057 0.248 -0.120
H 0.136 -1.493 -2.502 0.009 -0.050 0.181
H 0.552 -1.156 -0.774 -0.229 -0.212 0.068
H -0.997 -0.645 -1.408 -0.075 0.050 0.127
H 0.538 1.045 -2.810 -0.350 -0.317 -0.108
H 1.673 0.473 -0.186 -0.258 -0.098 0.216
H 2.741 2.404 -0.568 -0.044 -0.105 0.013
N -1.888 -1.252 2.148 0.096 0.033 0.180
C -0.805 -0.161 2.188 -0.166 -0.316 -1.592
O -0.356 0.126 0.949 0.076 -0.283 0.369
H -2.761 -0.916 2.542 -0.013 0.132 -0.061
H -2.044 -1.366 1.151 -0.034 0.045 -0.044
H -1.273 0.752 2.607 0.109 -0.167 0.872
H -0.019 -0.638 2.806 -0.011 0.529 0.513
```
Positions in Å, forces in eV/Å.

Properties
HOMO energy = -2.80 eV
Total energy = -9790.383 eV
2S+1 = 1
Maximum force = 1.6 eV/Å
Charge = -1



7.
C2H6O2SSi | ωB97M-V/def2-TZVPD

Geometry as XYZ:
```
12
Properties=species:S:1:pos:R:3:forces:R:3
C 2.140 -0.661 0.149 0.978 -0.945 -0.594
O 0.744 -0.591 -0.218 0.342 0.844 -0.070
C 0.077 0.520 0.140 1.132 0.916 2.396
O 0.440 1.292 1.035 -0.251 -1.339 -1.862
Si -1.592 0.726 -0.654 -1.310 -1.213 -0.162
S -3.031 -0.634 0.233 0.338 -0.453 0.801
H 2.505 -1.565 -0.468 -0.388 1.342 1.545
H 2.327 -0.671 1.244 -0.483 -0.663 -0.672
H 2.719 0.218 -0.169 -0.553 -0.055 -0.330
H -1.690 0.422 -2.067 0.379 -0.458 -0.542
H -2.159 2.023 -0.655 -0.058 1.324 0.583
H -2.481 -1.080 1.429 -0.128 0.700 -1.094
```
Positions in Å, forces in eV/Å.

Properties
SMILES = COC(=O)[SiH2]S
HOMO energy = -9.65 eV
Total energy = -24978.748 eV
2S+1 = 1
Maximum force = 2.8 eV/Å
Charge = 0



Look up the charge of the first one. -1